C21H40N6NdO6 | wB97M-V/def2-TZVPD

```
! wB97M-V def2-TZVPD RIJCOSX def2/J DEFGRID3
* xyz 1 4
Nd -0.305 -0.650 -0.899
C 3.623 -2.818 1.718
C 2.231 -2.180 1.636
C 2.071 -1.331 2.910
C 0.733 -1.118 3.627
C 0.040 -2.436 3.944
C 1.004 -0.330 4.901
N -0.191 -0.304 2.724
C -1.348 0.389 3.370
C -2.219 1.078 2.336
N -1.461 1.861 1.365
C -2.338 2.257 0.241
C -2.054 1.184 -0.759
O -2.503 0.020 -0.551
O -1.128 1.351 -1.627
C -0.682 2.980 1.940
C -1.574 4.113 2.444
C 0.374 3.540 0.987
C 1.696 2.796 0.686
C 2.518 3.758 -0.184
C 2.462 2.515 1.969
N 1.419 1.515 -0.048
C 2.601 0.837 -0.647
C 3.065 -0.404 0.113
N 2.007 -1.425 0.359
C 1.973 -2.433 -0.755
C 2.064 -1.792 -2.149
O 3.114 -1.809 -2.733
O 0.943 -1.186 -2.562
H 3.630 -3.566 2.512
H 4.381 -2.072 1.967
H 3.937 -3.319 0.807
H 1.479 -2.971 1.632
H 2.532 -0.351 2.759
H 2.688 -1.810 3.674
H 0.687 -3.011 4.608
H -0.155 -3.023 3.048
H -0.908 -2.288 4.462
H 1.768 -0.852 5.477
H 0.121 -0.247 5.533
H 1.379 0.675 4.691
H 0.350 0.387 2.186
H -0.554 -0.973 2.008
H -0.944 1.077 4.107
H -1.933 -0.367 3.888
H -2.955 1.680 2.887
H -2.774 0.319 1.785
H -2.054 3.226 -0.157
H -3.392 2.284 0.527
H -0.149 2.569 2.804
H -2.039 4.647 1.612
H -0.985 4.838 3.006
H -2.368 3.762 3.103
H 0.689 4.493 1.418
H -0.099 3.807 0.034
H 2.505 4.759 0.249
H 2.100 3.826 -1.191
H 3.564 3.466 -0.266
H 2.594 3.438 2.539
H 3.460 2.120 1.763
H 1.949 1.802 2.620
H 0.842 1.843 -0.824
H 3.461 1.505 -0.721
H 2.376 0.573 -1.682
H 3.459 -0.087 1.075
H 3.898 -0.847 -0.440
H 1.054 -3.026 -0.656
H 2.813 -3.121 -0.711
O -2.694 -2.253 1.841
N -2.064 -2.596 0.895
O -0.820 -2.068 0.829
N -2.897 -2.882 -2.588
C -1.950 -2.361 -2.190
H -3.718 -3.335 -2.938
*
```

The calculated total energy is -2165.422398 hartree. The value obtained for the LUMO energy (alpha / beta) is -1.98 / -1.92 eV. The highest occupied orbital energy (alpha / beta) is -0.44574 / -0.44579 Eh. The HOMO-LUMO gap (alpha / beta) comes out at 10.15 / 10.21 eV. As for the largest force on an atom: 1.89 eV/Å.